Computed, not measured: a structure of composition C34H38CaClN7O5SSeSi, with ωB97M-V with the def2-TZVPD basis set.

Structure (XYZ):
```
89
Properties=species:S:1:pos:R:3:mulliken_charge:R:1
Ca -0.0015 0.6449 -0.5711 1.56
Cl -5.5517 4.0475 3.5504 -0.27
C -4.1004 3.4575 2.7835 -0.16
C -2.9638 4.2870 2.7287 -0.76
C -1.8094 3.8489 2.1484 -0.15
C -1.6924 2.5427 1.5723 0.53
O -0.5902 2.1472 1.0769 -0.69
C -2.8767 1.7354 1.6168 0.74
C -2.9422 0.4259 1.0414 -0.73
O -2.0642 -0.1725 0.4171 -0.15
C -4.0549 2.2136 2.2341 -0.89
H -3.0157 5.2807 3.1559 0.45
H -0.9381 4.4899 2.1080 0.61
H -3.9095 -0.0908 1.1897 0.12
H -4.9315 1.5759 2.2562 0.43
C -1.3617 -3.0271 2.6565 -0.74
N -1.6615 -3.1359 1.2437 0.30
C -2.8743 -3.5158 0.6972 -0.62
C -2.7712 -3.3757 -0.6350 -0.39
N -1.4926 -2.9051 -0.8943 0.65
C -0.8175 -2.7364 0.2687 0.05
S 0.7505 -2.1459 0.4973 -0.38
C -1.0564 -2.4837 -2.1911 -0.09
C -0.7916 -3.4343 -3.1583 -0.90
C -0.4960 -2.9810 -4.4352 -0.34
C -0.4977 -1.6187 -4.6786 -1.10
C -0.7323 -0.7480 -3.6231 -0.70
N -0.9941 -1.1750 -2.3858 0.50
H -2.1390 -3.5431 3.2148 0.32
H -1.3294 -1.9777 2.9491 0.20
H -0.3938 -3.4786 2.8614 0.33
H -3.6938 -3.8549 1.3044 0.45
H -3.4784 -3.5512 -1.4248 0.49
H -0.7920 -4.4881 -2.9179 0.56
H -0.2587 -3.6918 -5.2154 0.42
H -0.2889 -1.2268 -5.6645 0.49
H -0.6883 0.3316 -3.7220 0.65
O 1.4241 -5.7738 -3.7534 -0.44
C 2.7014 -5.4041 -3.2284 -0.60
N 2.7279 -3.9995 -2.9846 0.02
C 3.0246 -3.1267 -3.9945 0.39
O 3.4513 -3.5030 -5.0696 -0.69
C 2.7856 -1.6744 -3.7184 0.46
C 3.0190 -0.7571 -4.7358 -0.37
C 2.6977 0.5718 -4.5258 -0.87
C 2.1218 0.9389 -3.3173 -0.63
N 1.9072 0.0672 -2.3309 0.30
C 2.2597 -1.2007 -2.5268 -0.62
H 1.5403 -6.5453 -4.3160 0.27
H 3.4921 -5.6351 -3.9411 0.38
H 2.8781 -5.9275 -2.2876 0.35
H 2.2513 -3.6649 -2.1633 0.18
H 3.4283 -1.1090 -5.6736 0.50
H 2.8596 1.3147 -5.2946 0.44
H 1.7790 1.9489 -3.1317 0.59
H 2.0626 -1.8483 -1.6822 0.22
C 0.8504 0.4325 3.4030 -1.10
N 1.3755 1.7614 3.1827 0.41
C 2.1249 2.1404 2.1276 -0.54
Se 2.8146 1.1008 0.7824 -0.30
N 2.2748 3.4825 2.2120 0.12
C 1.5612 3.9859 3.2882 0.28
C 1.3566 5.2713 3.7569 -0.74
C 0.5358 5.4108 4.8673 -0.52
C -0.0523 4.3045 5.4824 -0.73
C 0.1611 3.0173 5.0122 -0.63
C 0.9802 2.8811 3.9054 0.89
H 1.4057 -0.2687 2.7857 0.41
H -0.2018 0.4044 3.1125 0.16
H 0.9606 0.1699 4.4551 0.36
H 2.7605 4.0028 1.5028 0.28
H 1.8047 6.1296 3.2745 0.43
H 0.3431 6.3997 5.2610 0.40
H -0.6951 4.4564 6.3389 0.41
H -0.3100 2.1615 5.4762 0.42
C -3.3494 2.5424 -2.1760 -0.89
Si -1.6016 3.0569 -2.6642 0.37
C -1.5748 3.2760 -4.5382 -1.17
C -1.2726 4.7377 -1.8862 -0.91
O -0.5214 1.9562 -2.2102 -0.51
H -4.1070 3.2290 -2.5637 0.48
H -3.4489 2.5201 -1.0868 0.12
H -3.5747 1.5404 -2.5534 0.20
H -2.2778 4.0439 -4.8718 0.37
H -1.8372 2.3449 -5.0497 0.29
H -0.5765 3.5699 -4.8750 0.29
H -2.0122 5.4840 -2.1888 0.34
H -0.2835 5.1070 -2.1710 0.27
H -1.2972 4.6580 -0.7958 0.06
```

Values from the calculation:
F_max (eV Å⁻¹): 0.14
Charge: 0
Energy above the lowest of the compared OMol25 structures with the same formula, charge and spin (kcal/mol): 0.0


Computed, not measured: a cluster of 2 separate species, C34H38N5 in total in a non-equilibrium geometry, with ωB97M-V with the def2-TZVPD basis set.

Structure (XYZ):
```
77
Properties=species:S:1:pos:R:3:mulliken_charge:R:1
C -0.1213 -6.3196 -1.8576 -0.84
N 0.5911 -5.3415 -1.0080 0.31
C 2.0042 -5.3426 -1.2325 0.10
C 2.5266 -4.9356 -2.4685 -0.05
C 3.9046 -4.8392 -2.6483 -0.75
C 4.7693 -5.2409 -1.6275 -0.39
C 4.2521 -5.7191 -0.4200 -0.57
C 2.8760 -5.7630 -0.2144 -0.21
C -0.0480 -4.0967 -0.7217 0.02
C -0.4741 -3.8383 0.5978 -0.57
C -1.0281 -2.6195 0.9230 -0.86
C -1.0842 -1.5486 -0.0144 0.53
C -1.5679 -0.2778 0.4033 -0.22
C -2.3139 0.6310 -0.3842 0.31
C -2.8359 1.7908 0.2728 -0.67
C -3.3499 2.8510 -0.4445 -0.57
C -3.3452 2.8250 -1.8541 0.28
N -3.7541 3.9867 -2.5678 0.28
C -4.8597 3.8339 -3.5347 -0.90
C -2.7824 4.9697 -2.9303 0.13
C -1.9704 4.7736 -4.0594 -0.11
C -0.9956 5.7102 -4.3953 -0.67
C -0.8662 6.8822 -3.6484 -0.40
C -1.6999 7.1015 -2.5491 -0.61
C -2.6463 6.1481 -2.1791 -0.25
C -2.9832 1.6309 -2.5151 -0.26
C -2.5836 0.5198 -1.7853 -0.98
C -0.5619 -1.8014 -1.3179 -1.00
C -0.2172 -3.0949 -1.6994 -0.34
H -1.1880 -6.3302 -1.6090 0.30
H -0.0024 -6.1097 -2.9363 0.35
H 0.3025 -7.3146 -1.6512 0.33
H 1.8297 -4.6768 -3.2676 0.23
H 4.2886 -4.4609 -3.5952 0.35
H 5.8446 -5.1828 -1.7810 0.39
H 4.9258 -6.0620 0.3625 0.37
H 2.4464 -6.1239 0.7212 0.40
H -0.3442 -4.6281 1.3462 0.46
H -1.4024 -2.4229 1.9299 0.65
H -1.3949 -0.0024 1.4387 0.40
H -2.7728 1.8262 1.3606 0.49
H -3.7495 3.7330 0.0639 0.43
H -5.0614 4.8107 -3.9943 0.34
H -4.6277 3.1096 -4.3330 0.36
H -5.7616 3.5026 -3.0008 0.31
H -2.1054 3.8634 -4.6459 0.26
H -0.3513 5.5190 -5.2520 0.36
H -0.1169 7.6198 -3.9293 0.39
H -1.6133 8.0236 -1.9806 0.37
H -3.2947 6.2898 -1.3139 0.39
H -3.0007 1.6236 -3.6106 0.30
H -2.3973 -0.4264 -2.2920 0.79
H -0.3813 -0.9621 -1.9820 0.77
H -0.0185 -3.3336 -2.7455 0.38
C 1.3323 3.0445 3.3487 -0.81
C 0.7941 2.2547 2.1699 -0.58
N 0.4900 0.8668 2.4769 -0.20
C 1.1182 0.3131 3.4892 0.34
N 2.0760 0.9163 4.2604 0.16
C 2.4398 2.3138 4.0617 -0.71
C 2.8980 0.2091 5.2260 -0.69
C 2.8119 -1.2817 5.0508 -0.77
C 1.3895 -1.7533 4.8734 -0.59
N 0.7872 -0.9779 3.8196 -0.04
H 1.7039 4.0179 3.0160 0.38
H 0.4993 3.2141 4.0348 0.32
H -0.1788 2.6660 1.8562 0.25
H 1.4925 2.3735 1.3107 0.25
H 3.3575 2.3511 3.4579 0.34
H 2.6799 2.8036 5.0117 0.40
H 3.9372 0.5406 5.1229 0.38
H 2.5864 0.4978 6.2397 0.32
H 3.3857 -1.5679 4.1684 0.32
H 3.2868 -1.7647 5.9069 0.37
H 1.3847 -2.8078 4.5826 0.37
H 0.8342 -1.6494 5.8153 0.28
H 0.0058 -1.3412 3.2780 0.00
```

Values from the calculation:
F_max (eV Å⁻¹): 1.50
Charge: +1
Energy above the lowest of the compared OMol25 structures with the same formula, charge and spin (kcal/mol): 21.0


Number 1: gap between HOMO and LUMO 7.76 eV. Number 2: gap between HOMO and LUMO 5.08 eV.